# 1
{"formula": "C10H19Cl8F4S", "method": "wB97M-V/def2-TZVPD", "total_energy_ev": -132554.0761, "homo_ev": -12.4, "charge": 1, "elements": ["C", "H", "Cl", "F", "H", "C", "C", "H", "C", "H", "C", "H", "Cl", "C", "C", "C", "F", "H", "H", "H", "Cl", "C", "C", "H", "Cl", "H", "H", "S", "F", "Cl", "H", "H", "H", "Cl", "H", "F", "H", "H", "H", "Cl", "Cl", "H"], "xyz": [[0.43934, -1.46176, -1.56715], [-2.87343, -0.63528, -0.39269], [-1.68546, -2.19511, 0.92339], [-0.71004, 1.11257, -2.51317], [5.27980, -0.74052, -2.35606], [-3.11430, -1.59301, 0.06652], [4.47306, 0.80224, -1.00031], [-6.61112, -0.49795, -4.35500], [-0.73399, 2.41362, 7.52643], [-0.08389, -2.19660, -0.86298], [4.24191, -0.43186, -1.98844], [4.22301, -2.50002, -1.07978], [0.55839, 1.28777, 4.23029], [-5.72550, -1.12910, -4.38269], [0.43155, 1.19642, -1.70003], [-0.52737, 1.79726, 2.93258], [1.53987, 1.43409, -2.51440], [-0.28731, 3.38447, 7.73141], [1.52266, -0.01778, -0.11965], [-5.54679, -1.46995, -5.40019], [-4.33053, -0.18391, -3.84134], [0.59940, -0.09429, -0.76623], [3.49785, -1.61960, -1.18650], [4.19297, 0.60039, 0.07864], [-3.62628, -2.71839, -1.19280], [-0.40920, 2.05475, 6.55220], [-3.92599, -1.46601, 0.78007], [2.02662, -2.24509, -2.12315], [0.24992, 2.27713, -0.82220], [-0.20731, 1.26675, 8.76336], [-0.21235, -1.30049, -2.48507], [2.16286, -1.83436, -3.45694], [-1.15695, 2.60733, 3.29526], [-1.55873, 0.46103, 2.40060], [0.06771, 2.14208, 2.08916], [5.85501, 1.19539, -1.06057], [3.84824, 1.69768, -1.33231], [3.25514, -1.31572, -0.10985], [-0.29212, -0.03991, -0.04662], [-2.49375, 2.58224, 7.51549], [-5.99076, -2.53491, -3.34509], [3.61012, -0.11566, -2.88165]]}


# 2
{"formula": "C10H19ClNVYb", "method": "wB97M-V/def2-TZVPD", "total_energy_ev": -81904.5949, "s2": 3.826, "homo_ev": [-1.3, -4.3], "charge": -1, "de_lowest_ev": 0.000, "spin_multiplicity": 4, "elements": ["H", "Yb", "C", "H", "C", "H", "H", "C", "H", "C", "H", "H", "C", "H", "H", "H", "H", "H", "H", "C", "C", "H", "N", "H", "H", "C", "C", "H", "Cl", "C", "H", "V", "H"], "xyz": [[-0.13946, -0.10865, -5.18460], [-0.30459, 0.46314, 0.61706], [1.35184, 1.05962, 2.88557], [-1.76116, -1.03890, 2.40680], [2.13007, 0.77926, 4.04195], [2.18546, 1.98647, -2.66699], [-0.22690, 2.18943, -1.62859], [-1.84523, -1.08251, 1.30643], [2.67913, -2.37944, 1.15796], [2.55034, -0.57597, 3.93308], [0.14296, 2.39486, 1.55997], [1.12284, -2.84461, 1.92372], [2.11005, 1.09689, -3.29856], [3.14932, -1.16109, 4.61410], [-1.39038, -0.72165, -4.08188], [-1.67619, -2.11033, 0.94251], [2.65931, -3.07487, 2.80938], [1.45408, 3.14286, 2.48675], [3.04853, 0.53948, -3.20766], [-0.31565, -0.70054, -4.28188], [2.12177, -2.40804, 2.11275], [0.00690, -1.72814, -4.47897], [1.32194, -0.05861, 2.07417], [-2.82642, -0.69671, 0.97726], [-1.63068, 1.04317, -2.02169], [2.00860, -1.08153, 2.71285], [0.69403, 2.34465, 2.53532], [-0.01771, 2.61950, 3.33106], [1.44325, -1.82563, -1.72253], [-0.51929, 1.15830, -1.95138], [2.33498, 1.48685, 4.83192], [0.64507, -0.03743, -2.73453], [2.00822, 1.41728, -4.34045]]}


# 3
{"formula": "C10H19INO6", "method": "wB97M-V/def2-TZVPD", "total_energy_ev": -32546.3943, "homo_ev": -12.4, "charge": 1, "elements": ["H", "C", "H", "C", "H", "H", "H", "C", "O", "H", "O", "H", "H", "H", "H", "O", "H", "C", "I", "H", "H", "H", "O", "O", "C", "C", "C", "H", "C", "C", "H", "H", "C", "H", "H", "O", "N"], "xyz": [[-2.61538, -2.59556, -4.35201], [0.92218, -0.39941, 4.32996], [1.34216, -0.53542, -2.80787], [2.10832, 0.30492, -0.43714], [-3.80229, -1.61549, -3.44664], [-1.13612, -0.03546, 5.91544], [1.02172, -1.14988, 7.52154], [-2.28213, 1.62761, -6.73142], [2.70697, 1.05681, -1.15470], [3.70325, 0.44391, 2.35615], [-2.06102, -0.01095, -4.65732], [-0.14863, 1.06983, 7.01942], [-4.35075, -2.92855, -4.50606], [-1.23744, 1.33174, -6.80099], [0.05357, 1.64240, 4.35330], [1.03201, -0.40664, -0.74986], [-2.42395, 2.31307, -5.89842], [-2.89270, -0.24428, -5.49876], [2.43228, 1.82783, 5.77014], [-2.58082, 2.11502, -7.65414], [-0.05753, -0.85677, 4.20127], [4.46036, 0.48286, 0.75480], [-3.73934, -1.27295, -5.49603], [-3.12372, 0.47976, -6.58957], [0.81838, -0.75090, 6.54249], [-0.16623, 0.33758, 6.22454], [-3.60740, -2.14813, -4.37577], [1.45246, -0.42420, 3.39069], [0.57572, -0.22691, -2.10116], [0.57872, 0.94758, 4.98370], [2.18358, -1.81476, 5.45002], [0.29712, 0.80882, -2.27727], [3.56973, 0.74846, 1.31947], [-0.29977, -0.85541, -2.22554], [3.40815, 1.82417, 1.28190], [2.42232, 0.04206, 0.84423], [1.43624, -1.13275, 5.50160]]}


# 4
{"formula": "C10H19MnNO6SSe2Te2", "method": "wB97M-V/def2-TZVPD", "total_energy_ev": -211887.3658, "s2": 9.113, "homo_ev": [-0.5, -0.7], "charge": -2, "de_lowest_ev": 5.858, "spin_multiplicity": 6, "elements": ["C", "H", "H", "Te", "H", "N", "H", "H", "H", "H", "C", "C", "C", "O", "H", "S", "H", "C", "Mn", "H", "C", "O", "H", "C", "C", "H", "O", "O", "O", "H", "H", "Te", "H", "C", "H", "Se", "C", "H", "H", "O", "H", "Se"], "xyz": [[-0.45382, -1.47313, 3.03317], [-1.55119, -2.77041, 1.23051], [1.97895, -1.82724, 2.70551], [-4.11975, 4.41682, 0.42057], [2.01075, 0.94738, -3.70513], [0.12556, -1.58879, 1.71030], [1.97361, 0.44159, 1.66867], [3.29847, -0.55328, 1.04099], [-0.93276, 0.07303, -3.84785], [-0.15832, 3.75620, -2.09327], [-0.01631, 0.38125, -4.34971], [-1.95876, -1.07822, 2.91061], [1.09275, 0.49920, -3.32784], [-2.23250, -0.34426, 1.91298], [-0.22203, 1.32690, -4.85078], [0.55132, 1.50279, -1.88591], [0.22059, -0.36909, -5.10530], [-0.50367, -2.65494, 0.92896], [-1.32492, 0.22554, 0.18519], [1.32417, -0.47796, -2.90012], [1.58026, -1.69006, 1.69244], [-1.33553, -1.32125, -0.80634], [0.11562, 3.05951, -3.70267], [1.93709, 3.66569, -2.65210], [2.20078, -0.44550, 1.06973], [-0.36804, -2.40319, 3.62185], [-0.88927, 1.11905, -1.81493], [0.51575, -2.47754, -1.24530], [-2.74484, -1.48474, 3.74536], [1.97928, 4.70538, -2.97253], [2.31762, 3.59350, -1.63344], [-2.72036, 2.07876, 0.19119], [0.00810, -3.62338, 1.06254], [0.51620, 3.14661, -2.69672], [1.59608, -1.08982, -0.67559], [-0.14105, 1.76508, 0.98821], [-0.44598, -2.14217, -0.52694], [0.04925, -0.66564, 3.58062], [1.88641, -2.55043, 1.08015], [1.69535, -0.22545, -0.22259], [2.59084, 3.07721, -3.29756], [-4.47141, 1.17271, -1.23596]]}


# 5
{"formula": "C10H19N2", "method": "wB97M-V/def2-TZVPD", "total_energy_ev": -13646.8410, "homo_ev": [-12.1, -12.1], "charge": 1, "de_lowest_ev": 6.081, "elements": ["H", "N", "H", "N", "H", "C", "H", "C", "H", "C", "H", "C", "H", "C", "C", "H", "H", "H", "C", "H", "H", "H", "H", "H", "C", "C", "H", "C", "H", "H", "H"], "xyz": [[-2.43905, 1.90407, 1.93829], [0.99256, -0.73045, -0.36647], [-3.46240, -1.18095, -0.54750], [-1.53165, -1.44165, -0.08336], [-0.13993, 2.44306, -0.19571], [2.31726, 1.27818, -1.04710], [1.57672, -2.78895, -0.42522], [3.26499, -0.48084, 0.51074], [4.26067, -0.17358, 0.11421], [0.68628, -2.00684, -0.35876], [3.26385, -1.49533, 0.72844], [-1.05927, 2.21715, -0.58555], [-1.34138, 0.63582, 2.43494], [-1.52670, 1.39530, 1.72492], [-1.66186, 1.08956, 0.32401], [2.52193, -0.88623, -1.47636], [-2.86003, 0.94706, 0.03057], [-3.03480, -2.87150, -0.25806], [-1.11696, -0.20040, -0.09887], [-0.76970, 2.14003, 1.90206], [2.22262, 2.01148, -0.21658], [-3.15888, -1.93851, 1.10943], [3.10095, 0.08336, 1.32090], [-0.93371, -3.35810, -0.03617], [-2.91494, -1.87348, 0.02011], [2.28787, -0.17480, -0.65109], [3.20792, 1.40449, -1.75674], [-0.63423, -2.41007, -0.29507], [-0.96664, 1.79633, -1.54611], [1.44109, 1.56248, -1.67132], [-1.59259, 3.10330, -0.54259]]}


# 6
{"formula": "C10H19N2P", "method": "wB97M-V/def2-TZVPD", "total_energy_ev": -22944.3751, "homo_ev": [-7.1, -7.0], "charge": 0, "de_lowest_ev": 1.650, "elements": ["N", "H", "H", "H", "P", "H", "C", "H", "C", "H", "C", "C", "H", "H", "H", "H", "H", "H", "N", "C", "H", "H", "H", "C", "H", "C", "H", "C", "C", "H", "H", "C"], "xyz": [[0.92754, 0.97006, -0.28586], [-2.48167, 2.07702, -1.36479], [-1.46055, 3.22204, 0.25883], [-3.59989, -1.34293, 0.03366], [1.35916, -0.56496, -0.27854], [-2.27442, 0.54934, -2.20967], [-1.49792, 0.56925, -0.21384], [-3.51125, 0.68672, -0.96079], [-0.16154, -0.30985, 2.47108], [3.17711, 1.54806, 0.21283], [-1.57679, -0.68567, 0.35357], [1.17836, -1.32429, -1.97567], [0.65272, -0.84141, 2.96097], [0.14239, -1.61281, -2.13163], [1.81978, -2.19712, -2.07202], [-2.50007, -1.75081, -1.28010], [4.74050, 0.68724, 0.16648], [-0.82978, -2.20390, 1.63531], [3.05363, -0.44158, -0.26718], [-2.50452, 0.99641, -1.23799], [3.65065, 0.49489, 1.56053], [-2.44150, -2.65319, 0.23858], [0.36190, 3.43740, 0.17523], [-0.49028, 2.78457, 0.11052], [3.49142, -1.34275, -0.10375], [-2.58526, -1.66752, -0.19714], [0.20675, 0.63933, 2.09229], [-0.76050, -1.14996, 1.39820], [3.69344, 0.62487, 0.47223], [-0.92117, -0.09388, 3.22961], [1.47040, -0.56386, -2.69683], [-0.32863, 1.45931, -0.09409]]}